Here is a single C4H7IN2 molecule in a non-equilibrium geometry from the OMol25 dataset. Energies are from wB97M-V/def2-TZVPD.

Geometry as ORCA input:
```
! wB97M-V def2-TZVPD RIJCOSX def2/J DEFGRID3
* xyz 0 1
H 3.951 -0.535 0.148
I -4.239 0.790 0.359
C 0.114 0.320 -0.600
H 0.567 0.833 -1.501
N 2.023 -0.654 0.597
H -1.901 0.941 -1.340
C 0.753 -0.517 0.371
H -2.307 -1.137 0.559
H 0.243 -1.153 0.964
C -1.232 0.527 -0.552
H -1.783 0.233 1.493
N 3.071 -0.084 -0.124
C -2.192 -0.058 0.563
H 2.932 0.493 -0.937
*
```

Its SMILES is N/N=C\C=C/CI. The HOMO energy is -8.45 eV. The value obtained for the energy above the lowest of the compared OMol25 structures with the same formula, charge and spin is 57.4 kcal/mol. Its orbital gap is 8.679 eV. As for the electronic energy: -15339.6369 eV. Its LUMO energy is 0.008 hartree.

Atomic partial charges in e from the Löwdin method, atoms 1 to 8: H 0.09; I 0.66; C -0.11; H 0.12; N -0.04; H 0.06; C -0.20; H 0.04